No. 1
DFT (the ωB97M-V functional and the def2-TZVPD basis) results for an isolated molecule of C4H9NO3 at a distorted geometry.

Structure (XYZ):
```
17
Properties=species:S:1:pos:R:3:forces:R:3:mulliken_charge:R:1
O 1.467232 1.352087 -1.615675 0.1352 -0.7468 1.7765 -0.59
O 0.914651 -0.620875 0.544175 -1.6377 0.2052 0.3432 -0.27
O 1.588458 2.107191 0.495879 0.6246 -0.4741 0.0844 -0.48
N 1.221789 -1.581527 -0.479648 -0.3221 0.2134 0.0777 -0.53
C -0.599834 -0.113569 0.613989 1.7207 -1.7063 -0.1648 0.64
C -1.592218 -1.179145 0.214149 0.1704 -0.2450 -0.0456 -1.51
C -0.563987 1.099693 -0.245056 1.9347 0.2516 -0.7590 -0.82
C 1.017222 1.365124 -0.485902 -2.5848 2.3651 -1.3068 0.70
H -1.039115 1.968440 0.213758 0.1011 0.0214 -0.1052 0.35
H 2.041875 -2.062107 -0.105245 -0.3452 0.0943 0.1265 0.26
H 1.582842 -1.034949 -1.267044 -0.1364 0.1007 0.0989 0.25
H -1.526783 -1.403227 -0.854746 0.1058 0.0494 0.1744 0.35
H -2.614208 -0.840109 0.414630 0.1611 0.0547 0.0736 0.41
H -1.409421 -2.103723 0.768873 -0.0804 0.1392 -0.0561 0.36
H -0.693034 0.134367 1.673155 0.2176 -0.1601 -0.0352 0.25
H -0.964723 0.932865 -1.247394 -0.0728 -0.0134 0.1954 0.29
H 1.169253 1.979463 1.362103 0.0082 -0.1491 -0.4778 0.35
```
Forces are in eV/Å.

Results
Total charge = 0
Structure (SMILES) = C[C@H](CC(=O)O)ON

***

No. 2
DFT (the ωB97M-V functional and the def2-TZVPD basis) results for a cluster of 2 separate species, C4H9NO3 in total at a distorted geometry.

Structure (XYZ):
```
17
Properties=species:S:1:pos:R:3:forces:R:3:mulliken_charge:R:1
O -2.224938 -1.852021 -0.582055 1.1548 4.6925 0.5819 -0.60
O 0.691203 -1.442333 -2.254483 0.3064 3.4914 2.9941 -0.32
O -0.931665 1.898757 2.139678 -1.2771 -0.5160 1.3256 -0.25
N -0.061358 -0.719258 1.086704 2.4655 3.6673 1.2306 -0.48
C 1.147517 -0.582662 -1.464494 1.8572 -4.3065 -3.2631 -0.07
C 0.637732 0.678934 -1.001406 -5.9769 2.5997 2.4486 -0.54
C 0.500134 0.620326 0.752822 2.0682 -3.8604 -3.1342 0.10
C -0.163470 1.846307 1.264163 -0.0035 1.9889 -0.8323 -0.10
H -0.503850 0.885758 -1.285476 2.4870 -0.6521 -0.0457 0.41
H 1.167732 1.613190 -1.171207 0.5481 -0.3641 -0.3683 0.49
H 1.586261 0.764650 0.966991 -0.7066 -0.6138 0.5742 0.41
H -2.147738 -2.748755 -0.667786 0.3757 -3.7348 -0.4368 0.30
H 0.179912 2.794162 0.810678 0.3417 -0.0629 -0.2985 0.36
H -1.031777 -0.579733 1.163749 -2.0217 -0.4138 -0.2146 0.33
H 0.242950 -0.933527 2.043056 0.2089 -0.7709 -0.4265 0.31
H -1.302329 -1.479183 -0.615105 -1.5454 -1.1286 -0.3438 0.30
H 2.213690 -0.764618 -1.185829 -0.2824 -0.0158 0.2088 0.33
```
Forces are in eV/Å.

Results
⟨S²⟩ = 0.768
2S+1 = 2
Total charge = +1

***

Q: Which energy above the lowest of the compared OMol25 structures with the same formula, charge and spin values were calculated for the entries above? A: 315.4, 356.1, in kJ/mol.